DFT (ωB97M-V/def2-TZVPD) results for a structure of composition C6H16N2O.

Cartesian coordinates (Å):
C (-0.028, -1.767, -0.209)
C (1.140, 0.837, -0.159)
C (-1.260, 0.795, -0.236)
C (0.446, -2.096, 1.195)
C (2.368, 1.058, 0.655)
C (-1.543, 1.082, -1.696)
N (-0.048, 1.289, 0.267)
N (-2.335, 1.071, 0.675)
O (0.940, -2.035, -1.218)
H (1.707, -1.479, -1.037)
H (-0.114, 1.522, 1.253)
H (-0.868, -2.420, -0.473)
H (1.234, 0.641, -1.216)
H (-0.777, -0.584, -0.248)
H (-2.718, 0.228, 1.085)
H (-3.085, 1.613, 0.264)
H (-0.322, -1.830, 1.923)
H (0.680, -3.161, 1.317)
H (1.340, -1.526, 1.452)
H (2.846, 2.027, 0.461)
H (2.148, 1.004, 1.724)
H (3.112, 0.288, 0.435)
H (-1.808, 2.134, -1.861)
H (-2.376, 0.464, -2.034)
H (-0.679, 0.846, -2.317)

For the energy above the lowest of the compared OMol25 structures with the same formula, charge and spin, the calculation gives 4.470 eV. As for the total energy: -422.82243 a.u. Its spin multiplicity is 1. The LUMO energy (spin up / spin down) comes out at 0.0336 / 0.0295 Ha.